# 1
{"formula": "C5H8O2", "method": "the ωB97M-V functional and the def2-TZVPD basis", "spin_multiplicity": 1, "lumo_energy_ha": 0.029, "max_force_ev_per_a": 3.53, "de_lowest_kj_mol": 577.4, "species": ["H", "H", "C", "H", "H", "H", "C", "C", "H", "H", "C", "O", "H", "C", "O"], "positions_angstrom": [[1.08826, 0.13180, -1.95141], [-2.03028, -0.78021, 0.96348], [0.77496, -0.36562, -1.03936], [0.42326, -2.13643, -0.48368], [0.17792, 0.95889, 1.90168], [-1.64983, 1.17646, -1.62515], [-1.27463, 1.20732, -0.61487], [1.55551, -0.01828, 0.20587], [2.35342, 0.67205, 0.38078], [-1.42134, -0.98112, 1.43783], [-0.25711, 0.42770, -0.25889], [1.15591, -0.78979, 1.26700], [-1.64481, 1.99631, 0.03511], [0.16717, 0.21205, 1.12014], [0.58158, -1.71112, -1.33853]]}

=====

# 2
{"formula": "C5H8O2", "method": "the ωB97M-V functional and the def2-TZVPD basis", "spin_multiplicity": 1, "lumo_energy_ha": 0.024, "max_force_ev_per_a": 0.42, "de_lowest_kj_mol": 685.0, "species": ["H", "C", "H", "O", "H", "C", "H", "C", "C", "O", "H", "C", "H", "H", "H"], "positions_angstrom": [[-0.94127, -0.54581, 1.54010], [0.34634, -0.02683, 0.03801], [-2.81851, -0.31406, -1.23202], [2.45218, 0.44319, 1.12027], [-0.89628, -1.75364, -0.71737], [-1.49730, 0.20860, 0.41041], [1.93065, 1.18985, 1.44528], [1.84409, -0.02262, -0.05390], [-0.76730, -0.68336, -0.61510], [-0.31295, 1.07460, 0.42342], [2.19683, -1.04023, -0.24006], [-1.94815, 0.28424, -0.97260], [-1.79918, 1.17490, -1.58155], [0.01456, -0.77405, 1.51661], [2.11870, 0.59574, -0.92618]]}

=====

# 3
{"formula": "C5H8O2", "method": "the ωB97M-V functional and the def2-TZVPD basis", "spin_multiplicity": 1, "lumo_energy_ha": 0.026, "max_force_ev_per_a": 4.23, "smiles": "CC=C=O.C1CO1", "de_lowest_kj_mol": 354.3, "species": ["H", "H", "H", "H", "H", "C", "O", "H", "H", "C", "C", "C", "O", "H", "C"], "positions_angstrom": [[-2.25393, -1.14610, -1.56163], [1.00776, 0.16563, -1.30887], [-3.31459, -1.80682, -0.27221], [-1.01806, 0.22293, 0.09549], [2.49526, -0.48017, -0.92889], [2.03531, 0.43532, -0.89789], [0.20596, 2.42278, 1.45063], [-2.04867, -0.15834, 1.57533], [2.63903, 1.16471, -1.43749], [-1.64142, -0.46245, 0.54932], [1.01896, 1.64067, 1.01701], [-2.31868, -1.33193, -0.44145], [-1.21539, -1.76850, 0.38908], [2.52253, 0.30274, 1.28533], [1.88594, 0.79954, 0.48623]]}

=====

# 4
{"formula": "C5H8O2", "method": "the ωB97M-V functional and the def2-TZVPD basis", "spin_multiplicity": 1, "lumo_energy_ha": 0.033, "max_force_ev_per_a": 0.57, "smiles": "O[C@@H]1C=CC[C@@H]1O", "de_lowest_kj_mol": 90.6, "species": ["C", "H", "C", "H", "H", "H", "C", "C", "H", "H", "O", "O", "H", "H", "C"], "positions_angstrom": [[0.60746, 0.25010, -0.85848], [0.59147, -2.08662, 1.64555], [-0.20670, 0.05900, 1.45974], [1.37842, -1.88473, -0.84798], [-0.14733, 1.96227, 0.34543], [-1.19608, -0.11409, 1.89111], [0.47171, -1.21337, 0.99880], [-0.36438, 0.89994, 0.17466], [-0.63018, -0.41008, -2.18189], [0.38586, 0.57773, 2.22705], [0.08966, 0.24129, -2.18015], [-1.69454, 0.78786, -0.29457], [-1.69765, 1.21205, -1.16197], [1.52578, 0.83177, -0.95419], [0.88650, -1.11312, -0.26312]]}

=====

# 5
{"formula": "C5H8O2", "method": "the ωB97M-V functional and the def2-TZVPD basis", "spin_multiplicity": 1, "lumo_energy_ha": 0.034, "max_force_ev_per_a": 0.37, "smiles": "O[C@H]1C[C@]2(CO2)C1", "de_lowest_kj_mol": 219.3, "species": ["O", "C", "H", "O", "C", "H", "H", "C", "H", "H", "H", "H", "C", "H", "C"], "positions_angstrom": [[1.06006, 1.11958, -1.07001], [1.85748, -0.06315, -1.04165], [0.41846, 1.10632, 1.59745], [-2.09942, 0.91302, 0.83320], [-0.78022, -0.60716, -0.64267], [-1.33555, -0.13985, -1.46187], [0.72303, -0.64805, 1.76056], [-1.23087, -0.19124, 0.78531], [-0.74773, -1.69089, -0.79493], [-1.70088, 1.62799, 0.31774], [-1.71025, -0.97283, 1.37876], [2.79032, 0.01884, -0.48300], [0.24767, 0.12377, 1.14632], [1.92398, -0.60208, -1.98726], [0.58393, 0.00575, -0.33794]]}

=====

# 6
{"formula": "C5H8O2", "method": "the ωB97M-V functional and the def2-TZVPD basis", "spin_multiplicity": 1, "lumo_energy_ha": 0.032, "max_force_ev_per_a": 0.58, "smiles": "O=C1CC[C@@H]1CO", "de_lowest_kj_mol": 115.0, "species": ["O", "H", "H", "H", "H", "H", "C", "C", "H", "C", "C", "H", "O", "H", "C"], "positions_angstrom": [[-1.13263, -2.15435, -0.10320], [-0.69882, 2.03168, 0.34963], [3.34150, -0.06986, 0.42258], [-0.27950, 1.32045, -1.22535], [-2.51165, 0.17484, -1.17568], [1.57035, -0.34942, -1.14151], [0.13885, -0.06662, 0.43809], [-1.03379, -0.96603, 0.05296], [-2.61243, 0.44144, 0.58583], [-0.64716, 1.10061, -0.21820], [1.50703, -0.48393, -0.04947], [0.18074, 0.04783, 1.52855], [2.47386, 0.29844, 0.62277], [1.63747, -1.55537, 0.16138], [-1.93384, 0.23028, -0.24838]]}

=====

# 7
{"formula": "C5H8O2", "method": "the ωB97M-V functional and the def2-TZVPD basis", "spin_multiplicity": 1, "lumo_energy_ha": 0.028, "max_force_ev_per_a": 2.34, "de_lowest_kj_mol": 315.8, "species": ["C", "H", "H", "O", "H", "O", "C", "C", "C", "C", "H", "H", "H", "H", "H"], "positions_angstrom": [[-1.09145, -0.01901, -1.23765], [-0.73557, -1.53837, 1.49216], [1.68628, 1.10454, -0.96908], [1.50168, -1.50601, 0.11645], [-0.15602, -1.03051, -0.86383], [-0.84080, 0.35497, -2.33596], [-0.63996, -0.55838, 1.01016], [-1.67546, -0.16088, -0.02386], [1.20477, 0.89099, -0.00852], [0.53592, -0.50968, 0.03941], [1.98434, 0.90993, 0.76946], [0.52093, 1.72226, 0.20289], [2.11296, -1.31103, -0.60834], [-0.56973, 0.20684, 1.79396], [-2.65415, 0.25863, 0.15270]]}

=====

# 8
{"formula": "C5H8O2", "method": "the ωB97M-V functional and the def2-TZVPD basis", "spin_multiplicity": 1, "lumo_energy_ha": 0.032, "max_force_ev_per_a": 0.69, "smiles": "O[C@H]1C[C@]2(CO2)C1", "de_lowest_kj_mol": 218.9, "species": ["H", "C", "O", "C", "H", "C", "H", "H", "H", "H", "H", "O", "C", "C", "H"], "positions_angstrom": [[2.02618, -1.03525, -1.61724], [-1.75165, 0.41944, 1.11663], [-1.41434, -0.95500, 1.30759], [-0.57119, -0.17395, 0.50395], [-1.65660, 1.05163, 1.99835], [0.89841, 0.11978, 0.75637], [-1.06840, -0.04314, -1.69846], [1.45858, -0.77268, 1.04153], [-2.63487, 0.59552, 0.50234], [1.14139, 0.93091, 1.45552], [0.92827, 1.42727, -0.91495], [2.09821, -0.07436, -1.52855], [0.99564, 0.36008, -0.78875], [-0.33129, -0.39437, -0.97622], [-0.11834, -1.45587, -1.15810]]}

=====

# 9
{"formula": "C5H8O2", "method": "the ωB97M-V functional and the def2-TZVPD basis", "spin_multiplicity": 1, "lumo_energy_ha": 0.022, "max_force_ev_per_a": 3.76, "smiles": "OC1[C@@H]2COC[C@@H]12", "de_lowest_kj_mol": 457.1, "species": ["O", "C", "C", "C", "H", "C", "H", "H", "H", "O", "H", "H", "H", "C", "H"], "positions_angstrom": [[1.16335, -1.31054, 0.86736], [-0.42510, 0.30957, 0.72704], [-0.03000, -0.20540, -0.65911], [0.89455, 0.05592, 1.32885], [-1.03221, 1.69132, -2.22960], [0.36328, -1.59815, -0.37992], [-1.26961, -0.38174, 1.13795], [1.18641, -2.00995, -1.02740], [-0.42710, -2.31886, -0.31614], [-0.87845, 1.95969, -1.20988], [0.89165, 0.26622, -0.85856], [1.62397, 0.78100, 1.01702], [-2.09894, 0.42252, -0.53737], [-1.11825, 0.82149, -0.49613], [0.73981, 0.05565, 2.42988]]}

=====

# 10
{"formula": "C5H8O2", "method": "the ωB97M-V functional and the def2-TZVPD basis", "spin_multiplicity": 1, "lumo_energy_ha": 0.032, "max_force_ev_per_a": 0.96, "smiles": "C=C=O.C=C.C=O", "de_lowest_kj_mol": 339.9, "species": ["H", "C", "H", "H", "H", "C", "H", "H", "C", "H", "C", "C", "O", "H", "O"], "positions_angstrom": [[-1.35496, -0.89446, -1.47286], [2.42101, 0.27192, -0.53268], [3.04758, 0.63631, 0.30439], [-2.68270, -0.45399, 0.58270], [1.64834, 0.98344, -0.87324], [-1.09577, -1.33996, -0.51676], [-1.26826, 1.44640, -0.67114], [-0.04283, 2.55716, 0.23053], [0.06943, 0.64344, 0.79289], [-0.19602, -1.95078, -0.50024], [-1.81447, -1.10839, 0.58058], [-0.49867, 1.58917, 0.07240], [2.53461, -0.83181, -1.00351], [-1.52300, -1.52302, 1.54222], [0.75571, -0.02543, 1.46472]]}